Record 1
7 unconnected molecules or ions with the total composition C40H55BBrF5N5O21 at a distorted geometry, computed with wB97M-V/def2-TZVPD.

Results
- Net charge: +1
- Maximum force: 0.037 hartree/bohr
- LUMO energy: -4.43 eV

Element x y z (Å)
Br -3.05002 1.54258 2.73768
F 4.49272 1.22802 4.52313
F 4.18926 3.02919 3.37027
F 0.30995 0.30086 0.20418
F 2.48547 1.87675 4.08475
F 1.39848 -0.75221 -1.39090
O -1.15103 -5.92564 2.54094
O -1.22620 4.42049 3.73230
O -2.82638 -7.31728 -7.14820
O 0.59833 3.11568 -3.04521
O 7.18975 -3.82100 -0.59217
O 2.79086 3.35665 -3.44995
O -2.19480 8.21703 -2.87691
O 6.96525 -4.09489 -2.81623
O 1.01591 6.25153 -0.17610
O -2.55425 -5.09376 -7.40377
O 5.19196 -3.51521 -1.58668
O 1.68801 7.45949 -1.92197
O -0.49860 6.45736 3.18515
O 1.30341 4.68154 -4.50400
O -4.36029 8.73664 -2.53025
O -1.58269 -6.13772 -5.68299
O 0.60649 -5.03245 1.23414
O 2.91706 5.70398 -1.25517
O -0.54126 -2.83297 -3.33201
O -2.51906 5.76903 2.47264
O -2.90649 8.86296 -0.84464
N 0.95063 -2.00816 1.98071
N 0.51060 -2.91435 4.05048
N -4.54356 -4.07373 5.11659
N -0.47587 -3.44328 -1.06039
N -0.95466 -3.41953 2.28388
C -0.48595 -3.07211 -2.21731
C -5.14148 8.94156 -1.34724
C 1.24721 -0.66272 -0.04505
C -1.61135 -2.73425 1.11259
C -3.06699 -0.60588 0.82787
C 1.54212 3.80699 -3.74391
C 0.52784 -6.18269 0.32578
C 6.52398 -3.81373 -1.57194
C 0.16738 7.41126 -0.20061
C 0.15178 -2.78171 2.72020
C 4.94028 -0.33426 0.66506
C -4.11411 9.46566 -0.36723
C 3.74052 -0.68761 0.05829
C 1.49662 -6.01283 -0.83887
C 3.74768 0.94252 2.32767
C 0.15009 4.47066 4.12362
C -2.00987 -1.32738 1.66245
C -2.98933 0.92137 0.90053
C 1.96259 6.41090 -1.13430
C -0.61222 -2.39682 -0.01136
C -2.36915 -6.28827 -6.78484
C 0.42624 5.95773 4.15448
C -2.04778 -4.06505 -6.55198
C -3.78942 -4.14097 1.60864
C 2.54929 0.59341 1.72284
C 4.79077 -3.38093 -2.95701
C 5.83293 -4.20484 -3.68304
C -1.04507 -4.81447 -5.70165
C -2.79762 -3.52319 0.59458
C -1.51169 5.56997 3.07071
C 1.24219 2.01093 -2.42036
C 0.77553 -2.01592 0.50665
C 4.93769 0.46573 1.79514
C 0.35237 7.91227 -1.61322
C -3.07284 8.57188 -2.15823
C 2.54550 -0.22242 0.59682
C -4.33358 -3.29439 2.77049
C -3.60926 -3.47132 4.13087
C 3.72389 1.79558 3.56452
C 2.68018 2.47426 -2.33608
B -0.49461 -4.84307 1.99279
H -3.89881 1.28541 0.43839
H -4.37939 -3.67804 6.03134
H -4.39805 -2.22836 2.57235
H 2.17738 -5.17625 -0.70838
H 0.19782 6.40584 5.12299
H -2.36776 -1.42537 2.68277
H 5.55294 -5.25611 -3.76701
H 0.97921 -3.71847 4.42567
H -0.86088 7.14572 0.02593
H 1.44695 6.20912 3.87806
H -1.59952 -3.26562 -7.13614
H -3.38675 -2.47982 4.52127
H -2.71613 -4.08457 4.03930
H -0.48031 -6.21881 -0.07222
H -5.56625 7.98556 -1.03707
H -2.95800 -0.83109 -0.23618
H 0.29432 3.99101 5.08856
H -1.14876 -0.66408 1.69272
H -2.13739 1.32383 0.36655
H 0.34327 -2.10879 4.62936
H 1.12618 1.12720 -3.05244
H 2.88603 3.03593 -1.42174
H 0.28554 8.99309 -1.69432
H 1.59527 0.92937 2.09846
H -4.31181 9.17002 0.65959
H -3.37317 -2.94075 -0.11802
H -4.00735 10.55063 -0.41215
H 5.85953 -0.71563 0.24812
H 6.06720 -3.82026 -4.67178
H 5.88554 0.70300 2.25803
H 0.80482 1.81434 -1.45117
H -0.96306 -4.41844 -4.69706
H 3.39336 1.65538 -2.41958
H 0.94994 -5.92065 -1.77134
H 3.71067 -1.33204 -0.80726
H 1.88790 -2.35414 2.18545
H 0.74733 3.95076 3.37376
H 3.77803 -3.75196 -3.09993
H -4.08754 -0.86833 1.09248
H -4.35178 -5.06605 5.16316
H -0.33797 7.46187 -2.30717
H -5.94848 9.64421 -1.53602
H -3.37359 -5.05216 2.03468
H 2.11156 -6.90313 -0.94864
H 1.49427 -2.72805 0.10475
H -2.87189 -3.65555 -5.96388
H -2.42175 -4.36159 0.00077
H 0.75276 -7.08996 0.87093
H -0.05208 -4.84301 -6.15667
H 4.82686 -2.32509 -3.23444
H -5.34973 -3.62198 2.96815
H -4.64293 -4.47662 1.02331
H -1.04071 -1.52593 -0.50043
H -0.87040 -6.01165 3.46178
H 0.52193 8.11858 0.55049

These are the Löwdin partial charges, in e, on atoms 1 to 2: 0.7110, 0.1387

---

Record 2
A gas-phase ion, C7H6BrO2 (charge -1) at a distorted geometry, computed with wB97M-V/def2-TZVPD.

Results
- Energy relative to the best compared isomer or geometry (same formula, charge and spin): 0.00 kcal per mole
- Net charge: -1
- Maximum force: 0.077 hartree/bohr
- LUMO energy: 3.47 eV

Element x y z (Å)
Br 2.88999 -1.10551 -0.26709
O -0.63279 2.36097 0.67163
O 1.14808 3.63339 -0.39590
C 1.95872 -0.39995 1.36003
C -0.62958 0.40457 -1.12457
C -1.25072 -0.74599 -0.50923
C -0.14859 -1.50723 0.29648
C -0.29201 1.53486 -0.48295
C 0.65122 -0.72821 1.18487
C 0.39303 2.71917 -0.15773
H -0.67694 -2.13438 1.00206
H 0.47429 -2.13067 -0.37001
H -2.05246 -0.47592 0.11320
H -0.01352 -0.52517 2.09616
H -0.04312 0.36397 -2.09966
H -1.77559 -1.26392 -1.31730

These are the Löwdin partial charges, in e, on atoms 1 to 2: 0.3039, 0.1333

---

Record 3
2 unconnected molecules or ions with the total composition C3H9BBrFNO3S at a distorted geometry, computed with wB97M-V/def2-TZVPD.

Results
- Net charge: -1
- Maximum force: 0.029 hartree/bohr
- LUMO energy: 2.82 eV

Element x y z (Å)
Br -4.26032 -1.56350 -2.13956
S 0.10290 1.98670 0.10687
F -1.16048 1.94636 -0.83168
O -2.19055 -0.04505 1.12511
O -0.21350 2.89664 1.14754
O 1.22090 2.26933 -0.72949
N 0.14369 0.44862 0.65643
C -1.25946 -1.27924 -0.91086
C 1.34622 -0.29147 0.18724
C 2.63088 0.16880 0.86533
B -1.15162 -0.30085 0.28899
H 2.42597 0.38867 1.91262
H 1.43278 -0.30334 -0.89902
H 1.17301 -1.32407 0.48789
H -0.71220 -2.20373 -0.69027
H -0.83453 -0.86403 -1.82640
H 3.06687 1.03720 0.38038
H 3.35495 -0.64617 0.82066
H -2.78200 -0.80941 1.14250
H -2.33351 -1.51148 -1.09432

These are the Löwdin partial charges, in e, on atoms 1 to 2: -0.5422, 0.6039

---

Record 4
A molecular structure, C22H32BCaN7 at a distorted geometry, computed with wB97M-V/def2-TZVPD.

Results
- Energy relative to the best compared isomer or geometry (same formula, charge and spin): 36.91 kcal per mole
- Net charge: 0
- Maximum force: 0.065 hartree/bohr
- LUMO energy: 0.16 eV

Element x y z (Å)
Ca -0.10422 -0.62867 -0.62718
N 0.73144 -1.72625 -2.62372
N -1.97203 -0.71882 -2.58187
N 0.12344 1.11955 -3.61807
N 0.70256 -1.32317 -3.93737
N 0.18967 1.17669 -2.23682
N 0.80419 -0.10873 1.55350
N -1.73348 -0.58191 -3.95789
C -3.24776 -1.07469 -2.45478
C 0.52167 2.45625 -1.92733
C 2.61355 -1.44141 0.61526
C -2.08852 3.84738 2.01800
C 1.68611 -2.09038 2.78545
C 2.06639 -3.05769 -3.83380
C -2.86293 -0.84308 -4.66066
C 1.49105 -2.12064 -4.68821
C -0.48957 1.43994 6.07950
C 2.01170 -0.88536 1.91262
C -0.66333 1.78346 1.80554
C -0.50315 1.56262 4.59169
C -1.56582 -2.37971 0.58535
C 0.16829 0.77517 2.36647
C 0.37675 2.32908 -4.16530
C -1.22711 2.59266 4.00983
C -3.85686 -1.15917 -3.74889
C 0.25526 0.69904 3.78822
C 3.06143 -0.00894 2.58938
C -1.31917 2.72528 2.63201
C 0.63366 3.20512 -3.11369
C 1.59162 -2.78198 -2.54521
B -0.27547 -0.19583 -4.34906
H 1.36227 -1.81228 3.78855
H 1.98113 -2.19786 0.13545
H -0.23963 -0.02512 -5.53349
H 1.59497 -1.94228 -5.75532
H -1.80297 3.27425 4.63487
H 0.88782 4.24005 -3.21385
H 3.31846 0.85340 1.96130
H 1.80749 -3.30000 -1.61262
H -3.68844 -1.24314 -1.45554
H -0.70166 -3.08548 0.13889
H -0.74990 1.84821 0.71099
H 0.38642 2.46403 -5.24902
H -2.37785 -2.83335 -0.04188
H 3.97561 -0.58525 2.77326
H 2.70546 0.36878 3.55141
H 0.87601 -2.68684 2.35855
H 2.80709 -0.66135 -0.12884
H 2.56750 -2.73721 2.86934
H -1.49875 1.34571 6.49123
H -2.17139 -1.41440 0.69498
H 0.65218 2.83126 -0.91786
H -1.30283 -2.54942 1.66420
H 2.73487 -3.84891 -4.10471
H -3.13577 3.82610 2.33674
H -2.07735 3.81225 0.92523
H -4.89212 -1.42645 -3.93575
H -1.69615 4.82411 2.32724
H -2.87111 -0.79896 -5.74916
H 3.57689 -1.93456 0.78595
H 0.06714 0.57377 6.42402
H -0.05714 2.31274 6.57604
H 0.84239 -0.07760 4.28683

These are the Löwdin partial charges, in e, on atoms 1 to 2: 1.2768, -0.0752